[1]
{"formula": "C5H6N2", "method": "ωB97M-V/def2-TZVPD", "elements": ["C", "C", "C", "C", "C", "N", "N", "H", "H", "H", "H", "H", "H"], "xyz": [[0.081, -0.354, 0.512], [-0.334, 0.887, 0.790], [-1.100, 1.800, 0.071], [-1.173, 1.794, 1.646], [1.070, -1.406, -1.348], [-0.965, -0.232, -1.545], [-0.038, -0.609, -0.867], [0.944, -0.919, 0.879], [-1.768, 1.110, 2.233], [-0.657, 2.608, 2.316], [0.800, -1.372, -2.450], [2.027, -0.831, -1.071], [1.113, -2.477, -1.165]], "s_squared": 2.049, "total_energy_ha": -303.2803, "total_charge": 0, "homo_lumo_gap_ev": [7.0, 6.8], "spin_multiplicity": 3, "de_lowest_kcal_mol": 120.7}

---

[2]
{"formula": "C10H13ClOS2", "method": "ωB97M-V/def2-TZVPD", "elements": ["C", "C", "C", "C", "C", "C", "C", "C", "C", "C", "O", "S", "S", "Cl", "H", "H", "H", "H", "H", "H", "H", "H", "H", "H", "H", "H", "H"], "xyz": [[-1.704, 0.206, -0.779], [3.068, -0.995, -0.266], [0.389, 1.663, 0.722], [2.735, -2.124, 0.720], [2.654, 0.381, 0.226], [1.181, -2.058, 0.962], [0.657, -0.706, 1.373], [-3.661, 1.884, -1.961], [-4.324, 1.050, -0.845], [1.128, 0.439, 0.462], [3.773, -1.041, -1.235], [-1.710, 1.556, -1.769], [-3.186, -0.271, -0.252], [1.438, 2.946, 0.772], [3.107, -3.160, 0.409], [3.202, -2.048, 1.718], [2.974, 0.727, 1.229], [3.033, 1.042, -0.596], [0.650, -2.268, 0.045], [0.823, -2.828, 1.698], [-0.387, -0.708, 1.364], [0.836, -0.512, 2.397], [-3.868, 1.453, -2.897], [-3.735, 2.933, -1.901], [-4.472, 1.840, 0.008], [-5.264, 0.535, -1.072], [0.666, 0.063, -0.529]], "total_energy_ha": -1720.4385, "total_charge": 0, "homo_lumo_gap_ev": 8.2, "de_lowest_kcal_mol": 4.0}

---

[3]
{"formula": "C8H19N3O", "method": "ωB97M-V/def2-TZVPD", "elements": ["C", "C", "C", "C", "C", "C", "C", "C", "N", "N", "N", "O", "H", "H", "H", "H", "H", "H", "H", "H", "H", "H", "H", "H", "H", "H", "H", "H", "H", "H", "H"], "xyz": [[1.012, -0.453, -0.797], [1.384, 0.809, -0.524], [-1.327, 0.173, -0.416], [-0.820, 1.597, -0.650], [0.131, 4.245, 0.410], [-0.805, -4.331, 1.939], [0.994, 3.131, -0.129], [0.062, -3.972, -0.354], [-0.321, -0.844, -0.664], [0.452, 1.744, 0.032], [-0.834, -3.984, 0.562], [-0.267, -3.627, -1.499], [1.638, -1.267, -1.132], [2.351, 1.151, -0.686], [-1.713, -0.080, 0.553], [-2.043, -0.011, -1.165], [-0.794, 1.856, -1.707], [-1.617, 2.161, -0.316], [0.439, 5.152, -0.165], [-0.878, 3.955, 0.246], [0.210, 4.365, 1.489], [-1.405, -3.643, 2.505], [-1.193, -5.370, 2.044], [0.219, -4.163, 2.508], [2.100, 3.167, 0.287], [1.233, 3.186, -1.187], [1.027, -4.460, -0.107], [0.203, 1.448, 0.961], [-1.723, -3.534, 0.371], [-0.558, -1.445, -1.500], [0.542, -3.443, -1.964]], "total_energy_ha": -555.0563, "total_charge": 2, "homo_lumo_gap_ev": 9.3, "de_lowest_kcal_mol": 22.1}

---

[4]
{"formula": "H5N2P", "method": "ωB97M-V/def2-TZVPD", "elements": ["H", "N", "P", "N", "H", "H", "H", "H"], "xyz": [[0.541, 0.157, 1.845], [0.218, -0.410, 0.976], [1.018, -0.371, -0.376], [-0.274, -1.093, -1.219], [-0.401, -1.342, -2.123], [-1.000, -1.435, -0.658], [-0.140, 1.950, 0.556], [0.037, 2.546, 0.998]], "total_energy_ha": -453.8060, "smiles": "[H]/N=P/N.[H][H]", "total_charge": 0, "homo_lumo_gap_ev": 9.7, "de_lowest_kcal_mol": 26.5}

---

[5]
{"formula": "H14O7", "method": "ωB97M-V/def2-TZVPD", "elements": ["O", "H", "H", "O", "H", "H", "O", "H", "H", "O", "H", "H", "O", "H", "H", "O", "H", "H", "O", "H", "H"], "xyz": [[0.559, 0.065, 1.018], [0.943, 0.438, 1.820], [0.979, 0.559, 0.305], [0.863, -1.208, 5.427], [1.194, -1.629, 6.228], [-0.066, -1.037, 5.618], [-1.783, -3.002, -1.390], [-2.283, -3.812, -1.243], [-0.888, -3.309, -1.575], [-3.014, -0.477, -1.170], [-3.205, 0.352, -1.623], [-2.210, -0.291, -0.671], [0.127, -0.373, -1.628], [0.987, -0.804, -1.682], [-0.150, -0.286, -2.547], [4.669, 2.225, -1.709], [3.850, 1.717, -1.712], [4.421, 3.072, -2.095], [-1.491, 2.627, -0.595], [-0.784, 2.975, -0.040], [-2.241, 3.203, -0.407]], "total_energy_ha": -535.0363, "smiles": "O.O.O.O.O.O.O", "total_charge": 0, "homo_lumo_gap_ev": 10.4, "de_lowest_kcal_mol": 54.9}

---

[6]
{"formula": "C3H11N", "method": "ωB97M-V/def2-TZVPD", "elements": ["C", "C", "H", "H", "H", "H", "H", "H", "C", "N", "H", "H", "H", "H", "H"], "xyz": [[-1.682, 0.473, 0.272], [-1.544, -0.980, -0.185], [-0.861, 0.808, 0.894], [-2.023, 1.137, -0.529], [-2.524, 0.480, 0.970], [-0.673, -1.332, -0.734], [-2.489, -1.333, -0.590], [-1.507, -1.584, 0.726], [2.133, -0.181, -0.024], [1.757, 1.173, -0.382], [1.423, -0.736, 0.604], [2.297, -0.747, -0.938], [3.076, -0.129, 0.520], [1.625, 1.749, 0.434], [0.992, 1.204, -1.036]], "total_energy_ha": -175.6215, "smiles": "CC.CN", "total_charge": 0, "homo_lumo_gap_ev": 10.1, "de_lowest_kcal_mol": 13.6}